Here is a structure of composition C24H24N6O4PtS in a non-equilibrium geometry from OMol25. Energies are from ωB97M-V/def2-TZVPD.

Output
- orbital gap (spin up / spin down) (Eh) = 0.178 / 0.217
- relative energy (zero: lowest compared OMol25 entry of this formula, charge and spin) (kcal/mol) = 21.4
- net charge = 0
- E_LUMO (spin up / spin down) (hartree) = 0.012 / -0.071
- spin multiplicity = 3
- expectation value of S² = 2.029

XYZ file:
```
60
Properties=species:S:1:pos:R:3:nbo_charge:R:1
Pt 0.37 -0.77 -0.87 0.874
N 1.02 -0.31 -4.10 -0.543
C -0.17 0.27 -3.69 0.307
C -0.81 1.11 -4.58 -0.282
C -2.11 1.56 -4.33 -0.316
C -2.76 1.00 -3.21 -0.268
C -2.07 0.20 -2.35 -0.042
N -0.72 -0.08 -2.47 -0.623
C 1.91 -1.11 -3.47 0.419
C 2.88 -1.72 -4.29 -0.288
C 3.91 -2.44 -3.74 -0.126
C 4.00 -2.46 -2.34 -0.304
C 3.02 -1.85 -1.60 0.065
N 1.93 -1.24 -2.12 -0.500
H 1.22 -0.16 -5.07 0.405
H -0.29 1.38 -5.49 0.199
H -2.61 2.24 -4.99 0.207
H -3.81 1.18 -3.03 0.211
H -2.58 -0.28 -1.53 0.195
H 2.79 -1.63 -5.37 0.217
H 4.64 -2.94 -4.36 0.224
H 4.82 -2.94 -1.84 0.230
H 3.13 -1.79 -0.53 0.244
C -0.37 4.19 3.85 -0.632
C 0.29 2.93 3.38 0.017
C 0.16 1.74 4.09 -0.224
C 0.75 0.57 3.64 -0.158
C 1.48 0.60 2.46 -0.375
C 1.64 1.78 1.74 -0.102
C 1.04 2.93 2.20 -0.242
S 2.25 -0.88 1.88 2.307
O 3.44 -0.45 1.18 -0.949
O 2.41 -1.76 2.99 -0.948
N 1.32 -1.65 0.72 -0.815
C 1.29 -3.04 0.87 -0.290
C -0.24 -3.78 0.53 0.793
O -0.50 -4.58 1.41 -0.569
O -0.72 -3.38 -0.51 -0.618
H -1.22 3.98 4.50 0.218
H -0.71 4.79 3.00 0.219
H 0.33 4.81 4.42 0.228
H -0.40 1.73 5.02 0.216
H 0.68 -0.36 4.18 0.245
H 2.24 1.76 0.84 0.239
H 1.14 3.85 1.64 0.216
H 1.59 -3.34 1.87 0.251
H 1.85 -3.59 0.11 0.231
N -4.53 0.83 2.65 -0.773
C -3.44 0.49 1.88 0.239
C -2.82 -0.75 2.03 -0.311
C -1.71 -1.05 1.28 0.100
N -1.17 -0.21 0.38 -0.495
C -1.74 1.00 0.27 0.100
C -2.86 1.38 0.98 -0.321
H -5.03 0.07 3.06 0.393
H -5.09 1.61 2.34 0.392
H -3.20 -1.49 2.72 0.228
H -1.25 -2.01 1.41 0.225
H -1.30 1.69 -0.44 0.237
H -3.29 2.36 0.81 0.224
```

Here is a structure of composition C24H24N7OSSeY from OMol25. Energies are from ωB97M-V/def2-TZVPD.

Output
- orbital gap (Eh) = 0.182
- relative energy (zero: lowest compared OMol25 entry of this formula, charge and spin) (kcal/mol) = 18.6
- net charge = -2
- E_LUMO (hartree) = 0.165

XYZ file:
```
59
Properties=species:S:1:pos:R:3:nbo_charge:R:1
Y 0.98 -1.04 0.52 2.048
S 0.05 1.14 1.86 -0.397
C -0.10 2.55 0.86 0.203
N -0.63 3.62 1.36 -0.346
N -0.71 4.75 0.50 -0.448
C -1.71 4.86 -0.45 0.178
C -2.45 3.78 -0.93 -0.228
C -3.40 3.97 -1.92 -0.200
C -3.67 5.22 -2.44 -0.292
C -2.95 6.31 -1.96 -0.203
C -1.99 6.14 -0.97 -0.278
N 0.32 2.63 -0.51 -0.256
N 0.73 1.59 -1.04 -0.121
C 1.10 1.74 -2.43 -0.044
C 1.61 0.60 -3.06 -0.303
C 1.95 0.82 -4.41 -0.276
C 1.80 2.03 -5.07 -0.230
C 1.27 3.13 -4.38 -0.293
C 0.93 2.99 -3.06 -0.177
H -0.61 5.58 1.06 0.363
H -2.26 2.79 -0.54 0.225
H -3.95 3.11 -2.28 0.202
H -4.41 5.36 -3.22 0.195
H -3.13 7.30 -2.35 0.193
H -1.42 6.99 -0.61 0.194
H 1.53 -0.96 -2.10 0.487
H 2.36 -0.01 -4.99 0.170
H 2.07 2.13 -6.12 0.176
H 1.14 4.08 -4.89 0.185
H 0.52 3.82 -2.50 0.213
C 0.33 -4.25 -2.51 -0.429
N -0.44 -4.35 -1.28 -0.363
C -1.81 -4.26 -1.16 -0.092
C -2.10 -4.37 0.16 -0.083
N -0.91 -4.54 0.82 -0.371
C -0.71 -4.65 2.26 -0.437
C 0.12 -4.53 -0.06 0.229
Se 1.90 -4.68 0.34 -0.281
H -0.36 -4.04 -3.32 0.185
H 0.86 -5.18 -2.68 0.198
H 1.04 -3.42 -2.39 0.311
H -2.45 -4.08 -2.00 0.216
H -3.04 -4.33 0.68 0.215
H -1.68 -4.56 2.74 0.187
H -0.05 -3.83 2.57 0.307
H -0.25 -5.61 2.50 0.207
N 0.93 -1.84 2.48 -1.262
C 1.39 -1.93 3.72 0.202
C 0.73 -2.66 4.78 -0.291
C 1.26 -2.77 6.05 -0.225
C 2.48 -2.19 6.40 -0.382
C 3.14 -1.46 5.41 -0.199
C 2.63 -1.33 4.14 -0.309
H -0.23 -3.11 4.57 0.172
H 0.71 -3.34 6.80 0.173
H 2.89 -2.29 7.40 0.176
H 4.08 -0.97 5.65 0.176
H 3.16 -0.75 3.40 0.185
O 1.42 -1.68 -1.40 -1.357
```

Here is a structure of composition C24H25As2N3O4PtS in a non-equilibrium geometry from OMol25. Energies are from ωB97M-V/def2-TZVPD.

Output
- orbital gap (spin up / spin down) (Eh) = 0.171 / 0.170
- relative energy (zero: lowest compared OMol25 entry of this formula, charge and spin) (kcal/mol) = 19.8
- net charge = +2
- E_LUMO (spin up / spin down) (hartree) = -0.340 / -0.341

XYZ file:
```
60
Properties=species:S:1:pos:R:3:nbo_charge:R:1
Pt -0.34 0.51 -0.54 1.122
O -2.19 3.77 -2.41 -0.480
C -1.55 3.02 -1.74 0.746
O -1.06 1.87 -2.05 -0.653
C -1.22 3.44 -0.29 0.106
C -1.38 4.71 0.23 -0.181
C -1.02 4.92 1.56 -0.108
C -0.52 3.86 2.32 -0.196
C -0.41 2.63 1.71 0.077
N -0.75 2.45 0.44 -0.427
C 0.09 1.33 2.38 0.744
O 0.84 1.43 3.32 -0.522
O -0.36 0.28 1.79 -0.738
H -1.77 5.50 -0.40 0.278
H -1.12 5.90 2.00 0.257
H -0.22 3.98 3.35 0.273
C 3.92 0.59 -1.35 -0.902
As 2.35 1.03 -0.27 1.118
C 2.91 2.71 0.52 -0.923
C 2.52 -0.31 1.15 -0.259
C 3.33 -0.08 2.25 -0.209
C 3.40 -1.02 3.27 -0.142
C 2.66 -2.19 3.19 -0.161
C 1.83 -2.42 2.09 -0.189
C 1.79 -1.49 1.06 -0.407
As 0.60 -1.75 -0.44 1.208
C -0.45 -3.34 -0.09 -0.935
C 1.70 -2.38 -1.91 -0.938
H 4.81 0.77 -0.74 0.269
H 3.95 1.25 -2.22 0.263
H 3.92 -0.44 -1.69 0.252
H 3.86 2.56 1.03 0.265
H 2.18 3.09 1.23 0.259
H 3.06 3.45 -0.27 0.270
H 3.89 0.84 2.34 0.226
H 4.02 -0.83 4.13 0.247
H 2.73 -2.94 3.97 0.248
H 1.24 -3.32 2.04 0.229
H -1.08 -3.53 -0.96 0.275
H -1.08 -3.22 0.79 0.263
H 0.22 -4.19 0.04 0.270
H 2.40 -3.13 -1.52 0.266
H 2.25 -1.58 -2.39 0.245
H 1.05 -2.84 -2.65 0.267
N -3.09 -0.27 1.77 -0.769
C -3.25 -0.75 0.54 0.315
N -2.42 -0.52 -0.45 -0.585
C -2.76 -1.20 -1.61 0.178
C -2.05 -1.20 -2.81 -0.283
C -2.50 -1.99 -3.85 -0.171
C -3.66 -2.76 -3.72 -0.194
C -4.38 -2.77 -2.54 -0.188
C -3.92 -1.99 -1.49 -0.241
S -4.59 -1.82 0.11 0.450
H -2.20 0.16 1.98 0.434
H -3.73 -0.49 2.51 0.430
H -1.18 -0.56 -2.92 0.225
H -1.97 -2.00 -4.79 0.237
H -3.99 -3.36 -4.55 0.245
H -5.27 -3.37 -2.43 0.247
```

Here is a structure of composition C24H25AuF4N2Te from OMol25. Energies are from ωB97M-V/def2-TZVPD.

Output
- orbital gap (Eh) = 0.151
- relative energy (zero: lowest compared OMol25 entry of this formula, charge and spin) (kcal/mol) = 0.0
- net charge = +2
- E_LUMO (hartree) = -0.367

XYZ file:
```
57
Properties=species:S:1:pos:R:3:nbo_charge:R:1
Au -0.27 0.57 -0.25 0.647
C -3.39 3.51 1.30 -0.649
C -2.34 2.42 1.18 -0.234
N -1.75 2.24 -0.18 -0.440
C -1.07 3.49 -0.66 -0.232
C -0.12 4.11 0.34 -0.636
C -2.73 1.83 -1.21 -0.254
C -3.32 0.49 -0.87 -0.300
N -2.25 -0.51 -0.77 -0.326
C -2.53 -1.76 -0.43 0.086
C -1.46 -2.73 -0.50 0.428
F -0.26 -2.30 -0.79 -0.251
C -1.69 -4.07 -0.31 0.310
F -0.69 -4.92 -0.41 -0.253
C -2.96 -4.52 0.01 -0.129
C -4.02 -3.63 0.13 0.325
F -5.21 -4.08 0.45 -0.246
C -3.83 -2.28 -0.06 0.391
F -4.84 -1.45 0.07 -0.247
H -3.76 3.52 2.32 0.256
H -4.24 3.35 0.65 0.215
H -2.99 4.50 1.09 0.228
H -2.75 1.46 1.50 0.199
H -1.50 2.61 1.85 0.229
H -1.85 4.21 -0.92 0.218
H -0.56 3.22 -1.58 0.217
H -0.63 4.55 1.18 0.226
H 0.43 4.91 -0.16 0.257
H 0.62 3.39 0.71 0.208
H -2.21 1.79 -2.16 0.233
H -3.54 2.56 -1.31 0.239
H -4.03 0.15 -1.64 0.273
H -3.88 0.54 0.06 0.242
H -3.12 -5.58 0.19 0.294
Te 2.29 0.93 -0.06 0.745
C 3.22 -0.12 -1.61 -0.324
C 4.38 0.45 -2.11 -0.158
C 5.07 -0.19 -3.12 -0.203
C 4.59 -1.38 -3.64 -0.165
C 3.42 -1.94 -3.14 -0.183
C 2.72 -1.31 -2.13 -0.243
C 2.65 -0.32 1.60 -0.296
C 2.82 -1.69 1.46 -0.184
C 3.07 -2.45 2.60 -0.207
C 3.13 -1.84 3.85 -0.175
C 2.95 -0.47 3.97 -0.183
C 2.72 0.31 2.84 -0.244
H 4.77 1.38 -1.70 0.223
H 5.98 0.24 -3.51 0.241
H 5.12 -1.88 -4.44 0.240
H 3.05 -2.87 -3.55 0.231
H 1.81 -1.74 -1.75 0.212
H 2.80 -2.17 0.50 0.216
H 3.23 -3.51 2.51 0.234
H 3.32 -2.43 4.73 0.238
H 3.02 0.01 4.94 0.238
H 2.62 1.38 2.94 0.225
```

Here is a cluster of 2 separate species, C24H25BBrNO14 in total from OMol25. Energies are from ωB97M-V/def2-TZVPD.

Output
- orbital gap (Eh) = 0.272
- net charge = 0
- E_LUMO (hartree) = -0.070

XYZ file:
```
66
Properties=species:S:1:pos:R:3:nbo_charge:R:1
C -2.83 0.32 3.62 -0.183
C -1.63 0.28 3.70 -0.036
C -0.18 0.10 3.62 -0.516
C 0.18 -0.66 2.37 0.320
C -0.21 -1.98 2.28 -0.197
C 0.09 -2.72 1.16 -0.041
C -0.44 -4.12 1.06 0.781
O 0.05 -5.04 1.64 -0.487
O -1.48 -4.22 0.21 -0.552
C -2.78 -4.43 0.83 -0.067
C -3.46 -3.15 1.30 -0.465
C -3.60 -2.03 0.27 -0.064
O -2.40 -1.33 -0.03 -0.741
C 0.84 -2.16 0.14 0.048
C 1.25 -2.95 -1.07 -0.584
C 0.47 -2.55 -2.30 0.540
O -0.50 -1.86 -2.30 -0.527
Br 1.14 -3.31 -3.94 0.029
C 1.19 -0.85 0.28 0.097
N 0.86 -0.12 1.35 -0.249
C 1.31 1.30 1.33 -0.225
C 0.88 2.00 0.04 -0.440
C -0.61 1.82 -0.29 -0.436
C -0.85 1.57 -1.76 -0.063
O -2.20 1.99 -2.06 -0.550
C -2.77 1.29 -3.07 0.810
C -3.98 0.49 -2.68 -0.726
O -2.35 1.31 -4.19 -0.549
H -3.84 0.62 3.55 0.247
H 0.13 -0.53 4.47 0.269
H 0.35 1.04 3.75 0.267
H -0.77 -2.42 3.09 0.248
H -3.40 -4.93 0.09 0.208
H -2.63 -5.10 1.67 0.200
H -4.49 -3.45 1.55 0.233
H -3.03 -2.76 2.22 0.207
H -4.26 -1.28 0.70 0.190
H -4.08 -2.38 -0.64 0.169
H -1.83 -1.90 -0.56 0.482
H 2.31 -2.84 -1.28 0.287
H 1.09 -4.02 -0.93 0.273
H 1.77 -0.38 -0.50 0.265
H 2.39 1.31 1.43 0.265
H 0.87 1.85 2.15 0.220
H 1.06 3.06 0.23 0.263
H 1.54 1.74 -0.79 0.223
H -1.15 2.74 -0.05 0.234
H -1.09 1.01 0.27 0.209
H -0.16 2.13 -2.40 0.198
H -0.78 0.50 -1.99 0.186
H -4.60 1.05 -1.99 0.232
H -3.66 -0.43 -2.18 0.238
H -4.54 0.23 -3.57 0.235
B 4.39 3.56 -0.76 1.152
O 3.20 4.32 -1.16 -0.679
C 3.58 5.36 -1.90 0.677
O 2.85 6.18 -2.38 -0.530
C 5.11 5.33 -2.01 0.675
O 5.79 6.11 -2.60 -0.524
O 5.54 4.26 -1.33 -0.657
O 4.48 3.46 0.72 -0.629
C 4.46 2.20 1.08 0.668
O 4.47 1.76 2.20 -0.572
C 4.35 1.35 -0.20 0.678
O 4.26 0.14 -0.23 -0.604
O 4.31 2.15 -1.23 -0.630
```

Here is a structure of composition C24H25Cl2N2O6PtSb from OMol25. Energies are from ωB97M-V/def2-TZVPD.

Output
- orbital gap (Eh) = 0.294
- relative energy (zero: lowest compared OMol25 entry of this formula, charge and spin) (kcal/mol) = 14.2
- net charge = 0
- E_LUMO (hartree) = -0.022

XYZ file:
```
61
Properties=species:S:1:pos:R:3:nbo_charge:R:1
Pt 0.22 0.72 -0.23 0.727
O -1.60 -4.12 2.83 -0.676
C -1.39 -3.15 3.70 0.782
O -1.70 -3.23 4.86 -0.594
C -0.73 -1.91 3.18 -0.270
C -0.42 -0.80 3.95 0.180
Cl -0.77 -0.47 5.58 0.105
N 0.18 0.12 3.16 -0.214
N 0.27 -0.34 1.90 -0.317
C -0.28 -1.54 1.89 0.068
C -0.27 -2.28 0.58 0.777
O -0.66 -3.46 0.56 -0.675
O 0.18 -1.62 -0.39 -0.755
C 0.80 1.35 3.52 0.198
C 0.54 2.47 2.75 -0.230
C 1.17 3.67 3.07 -0.196
C 2.04 3.74 4.15 -0.208
C 2.28 2.60 4.91 -0.202
C 1.67 1.40 4.59 -0.229
H -1.22 -3.90 1.92 0.507
H -0.16 2.42 1.93 0.238
H 0.96 4.55 2.47 0.218
H 2.52 4.67 4.40 0.219
H 2.96 2.64 5.75 0.221
H 1.90 0.51 5.16 0.232
Cl -4.80 7.05 -2.66 0.015
C -3.80 5.74 -2.12 0.004
C -2.60 5.50 -2.77 -0.262
C -1.80 4.45 -2.34 -0.098
C -2.21 3.66 -1.27 -0.203
C -3.42 3.92 -0.63 -0.141
C -4.22 4.96 -1.05 -0.241
C -1.37 2.55 -0.81 0.767
O -0.20 2.37 -1.32 -0.667
O -1.74 1.74 0.08 -0.686
H -2.31 6.12 -3.61 0.233
H -0.86 4.24 -2.83 0.227
H -3.72 3.29 0.20 0.244
H -5.16 5.18 -0.56 0.235
C 3.80 -2.06 -1.41 -0.627
C 4.00 -0.72 -0.72 -0.741
Sb 2.48 0.67 -1.17 1.443
C 2.41 0.77 -3.28 -0.754
C 1.41 -0.21 -3.89 -0.622
C 3.33 2.54 -0.64 -0.757
C 4.63 2.87 -1.37 -0.623
H 4.62 -2.74 -1.18 0.220
H 3.76 -1.96 -2.49 0.204
H 2.88 -2.54 -1.08 0.238
H 4.93 -0.23 -1.03 0.224
H 4.03 -0.82 0.36 0.239
H 3.43 0.60 -3.64 0.226
H 2.14 1.80 -3.51 0.234
H 1.63 -1.24 -3.61 0.216
H 1.42 -0.15 -4.98 0.215
H 0.40 0.00 -3.54 0.227
H 3.47 2.52 0.44 0.235
H 2.55 3.27 -0.85 0.239
H 5.42 2.16 -1.15 0.205
H 5.00 3.86 -1.08 0.221
H 4.49 2.89 -2.45 0.207
```